112
Properties=species:S:1:pos:R:3 method="wB97M-V/def2-TZVPD" e_homo_ev=-8.2 e_lumo_ev=-0.18 smiles="C[C@H](COC(=O)CSNC(=O)OC[C@H](O)CN)OC(=O)CS.c1cc[nH]c1.c1cc[nH]c1.c1cc[nH]c1.c1cc[nH]c1.c1cc[nH]c1.c1cc[nH]c1.c1cc[nH]c1" e_tot_ha=-3334.56118 orbital_gap_ev=8.027
C 1.243 2.058 1.944
C 2.104 3.449 1.603
C 3.541 3.288 2.379
O 4.684 3.940 1.699
C 4.450 5.377 1.510
O 3.877 6.037 2.554
C 4.853 6.289 0.213
S 4.706 5.449 -1.449
N 4.863 3.716 -1.353
C 4.495 3.108 -2.704
O 3.882 3.904 -3.588
O 4.812 1.680 -2.892
C 4.044 1.088 -4.005
C 2.470 0.732 -3.607
O 1.578 1.897 -3.870
C 2.391 0.168 -2.070
N 2.418 1.229 -0.992
O 1.253 4.558 2.149
C 0.698 5.349 1.039
O 1.456 6.355 0.560
C -0.777 5.101 0.346
S -0.789 3.652 -0.870
H 1.918 1.098 1.916
H 0.821 2.189 3.044
H 0.301 1.974 1.231
H 2.216 3.622 0.430
H 3.454 3.586 3.529
H 3.797 2.124 2.389
H 5.910 6.803 0.416
H 4.083 7.202 0.196
H 5.800 3.399 -1.022
H 4.547 0.041 -4.259
H 4.094 1.715 -5.000
H 2.129 -0.120 -4.357
H 0.816 1.859 -3.196
H 1.379 -0.424 -1.957
H 3.264 -0.586 -1.838
H 2.085 2.160 -1.324
H 3.345 1.284 -0.509
H -1.595 4.887 1.185
H -1.068 6.060 -0.294
H -1.998 2.959 -0.547
C 3.412 -1.040 5.367
C 4.235 -2.090 4.896
C 4.200 -2.054 3.520
N 3.380 -1.021 3.145
C 2.900 -0.393 4.264
H 3.215 -0.781 6.400
H 4.793 -2.797 5.496
H 4.685 -2.674 2.778
H 3.165 -0.762 2.191
H 2.236 0.456 4.181
C 0.765 -4.793 -2.329
C 1.204 -4.438 -1.031
C 2.338 -3.671 -1.177
N 2.601 -3.554 -2.517
C 1.644 -4.231 -3.227
H -0.100 -5.392 -2.581
H 0.743 -4.713 -0.091
H 2.980 -3.201 -0.444
H 3.379 -3.048 -2.919
H 1.671 -4.255 -4.309
C -5.613 4.613 3.373
C -4.650 5.520 3.877
C -3.409 5.039 3.524
N -3.590 3.871 2.829
C -4.931 3.607 2.727
H -6.689 4.687 3.470
H -4.841 6.426 4.436
H -2.416 5.426 3.708
H -2.849 3.296 2.449
H -5.283 2.727 2.206
C -2.931 -8.524 -1.907
C -2.777 -9.170 -3.157
C -2.383 -8.215 -4.067
N -2.299 -7.014 -3.410
C -2.626 -7.194 -2.092
H -3.231 -8.981 -0.972
H -2.936 -10.219 -3.370
H -2.158 -8.286 -5.122
H -2.036 -6.133 -3.833
H -2.615 -6.363 -1.400
C -1.872 9.250 0.258
C -2.976 8.723 0.970
C -4.090 9.434 0.584
N -3.696 10.375 -0.331
C -2.346 10.266 -0.541
H -0.842 8.922 0.320
H -2.960 7.911 1.686
H -5.127 9.353 0.883
H -4.306 11.044 -0.783
H -1.839 10.921 -1.237
C -3.423 -1.385 -0.725
C -2.460 -0.478 -0.221
C -1.219 -0.959 -0.574
N -1.400 -2.126 -1.269
C -2.741 -2.391 -1.371
H -4.499 -1.311 -0.628
H -2.651 0.429 0.339
H -0.226 -0.572 -0.390
H -0.659 -2.702 -1.649
H -3.093 -3.271 -1.892
C -4.788 -12.898 0.039
C -4.349 -12.544 1.337
C -3.215 -11.777 1.191
N -2.952 -11.660 -0.149
C -3.909 -12.336 -0.859
H -5.653 -13.498 -0.213
H -4.810 -12.818 2.277
H -2.573 -11.306 1.924
H -2.174 -11.153 -0.551
H -3.882 -12.360 -1.941